[1]
Below is C31H75GaN9O8 as an isolated structure, with properties calculated with the ωB97M-V functional and the def2-TZVPD basis.

LUMO level   0.0660 hartree
DFT total energy   -4245.7829 a.u.
HOMO-LUMO gap   6.28 eV
HOMO level   -4.5 eV
Largest force on an atom   0.0114 hartree/bohr

ORCA input file:
```
! RIJCOSX wB97M-V def2-TZVPD def2/J DEFGRID3
* xyz -1 1
C 4.120 0.190 3.557
C 4.072 -0.919 2.505
C 3.985 -2.324 3.100
C 2.590 -2.834 3.555
C 2.734 -3.501 4.934
Ga 1.013 -1.500 3.661
C -0.692 -2.426 3.015
C -1.846 -2.394 4.008
N -2.714 -1.210 3.844
H 3.132 0.380 3.975
H 4.803 -0.100 4.363
H 4.519 1.116 3.132
H 3.260 -0.745 1.795
H 5.013 -0.851 1.941
H 4.701 -2.399 3.929
H 4.353 -3.016 2.329
H 2.298 -3.630 2.859
H 1.905 -4.182 5.147
H 3.669 -4.082 5.005
H 2.772 -2.746 5.725
H 1.238 -0.129 2.850
H 0.771 -1.192 5.253
H -0.426 -3.483 2.868
H -1.019 -2.056 2.037
H -1.477 -2.481 5.039
H -2.507 -3.259 3.844
H -3.437 -1.259 4.554
H -2.189 -0.350 3.989
C -2.461 0.427 0.357
C -1.407 0.632 -0.710
O -0.522 1.470 -0.589
N -1.476 -0.135 -1.827
C -2.456 -1.151 -2.149
H -2.249 1.095 1.186
H -3.453 0.645 -0.045
H -2.450 -0.595 0.736
H -0.722 0.043 -2.486
H -1.965 -2.121 -2.264
H -2.975 -0.918 -3.077
H -3.193 -1.236 -1.356
C -0.271 2.734 -3.479
C 0.724 1.730 -3.998
O 0.570 0.518 -3.871
N 1.830 2.205 -4.620
C 2.205 3.582 -4.880
H -1.088 2.206 -3.002
H 0.190 3.386 -2.738
H -0.651 3.346 -4.297
H 2.450 1.470 -4.920
H 2.316 3.751 -5.951
H 3.149 3.818 -4.387
H 1.440 4.257 -4.512
C -0.881 1.629 7.290
C -0.087 1.706 6.004
O -0.617 1.781 4.912
N 1.266 1.653 6.099
C 2.081 1.528 7.280
H -1.935 1.669 7.030
H -0.679 0.694 7.813
H -0.644 2.462 7.954
H 1.722 1.659 5.199
H 2.774 2.369 7.372
H 2.664 0.604 7.250
H 1.456 1.505 8.169
C -6.735 -3.164 -2.640
C -5.753 -3.020 -3.781
O -4.903 -2.149 -3.788
N -5.847 -3.911 -4.808
C -6.780 -5.004 -4.962
H -6.519 -2.386 -1.915
H -7.763 -3.053 -2.989
H -6.635 -4.137 -2.158
H -5.160 -3.763 -5.531
H -6.256 -5.960 -5.026
H -7.380 -4.882 -5.866
H -7.453 -5.044 -4.111
C -7.997 0.082 5.146
C -7.195 0.676 6.284
O -7.596 0.637 7.437
N -6.011 1.255 5.969
C -5.396 1.395 4.660
H -8.907 -0.337 5.563
H -8.258 0.844 4.410
H -7.437 -0.706 4.642
H -5.517 1.624 6.766
H -4.428 0.894 4.637
H -5.244 2.450 4.428
H -6.026 0.955 3.895
C 4.811 2.476 -0.002
C 6.043 2.721 -0.842
O 6.207 3.755 -1.472
N 6.980 1.735 -0.883
C 6.953 0.447 -0.220
H 4.170 3.348 -0.078
H 4.259 1.601 -0.347
H 5.072 2.315 1.044
H 7.775 1.958 -1.462
H 7.808 0.333 0.448
H 6.981 -0.360 -0.955
H 6.046 0.346 0.368
C -2.140 3.895 -6.526
C -0.937 4.061 -7.426
O -0.015 4.806 -7.142
N -0.917 3.340 -8.580
C -1.909 2.407 -9.070
H -2.002 4.532 -5.658
H -3.056 4.195 -7.036
H -2.240 2.860 -6.197
H -0.091 3.493 -9.136
H -1.481 1.410 -9.188
H -2.304 2.729 -10.035
H -2.735 2.338 -8.370
C 5.217 -3.285 -2.617
C 6.307 -2.557 -3.370
O 7.408 -3.049 -3.555
N 6.017 -1.314 -3.840
C 4.776 -0.576 -3.720
H 5.609 -4.250 -2.312
H 4.910 -2.730 -1.729
H 4.339 -3.436 -3.245
H 6.783 -0.880 -4.330
H 4.371 -0.346 -4.708
H 4.940 0.365 -3.190
H 4.036 -1.152 -3.174
*
```

***

[2]
Below is C31H75Li4N5O13 as an isolated structure at a distorted geometry, with properties calculated with the ωB97M-V functional and the def2-TZVPD basis.

Energy above the lowest of the compared OMol25 structures with the same formula, charge and spin   10.8 kcal/mol
LUMO level   -0.2152 hartree
DFT total energy   -2507.7237 a.u.
HOMO-LUMO gap   7.03 eV
HOMO level   -12.9 eV
Largest force on an atom   0.1042 hartree/bohr

ORCA input file:
```
! RIJCOSX wB97M-V def2-TZVPD def2/J DEFGRID3
* xyz 2 1
Li -1.547 0.423 0.916
Li -0.843 3.160 -1.372
Li 0.440 -1.718 0.551
Li 2.043 -0.206 -1.221
C 0.494 1.488 -0.016
O -0.581 2.062 0.340
O 0.951 1.614 -1.180
O 0.713 0.308 0.498
C 0.768 5.619 -4.361
O 0.336 5.879 -3.028
C 1.124 5.209 -2.077
C 0.546 5.487 -0.710
N -0.869 5.152 -0.661
C -1.532 5.576 0.573
C -3.014 5.208 0.508
O -3.553 5.481 1.746
C -4.955 5.386 1.798
H 0.612 4.561 -4.599
H 1.841 5.834 -4.412
H 0.252 6.287 -5.040
H 2.186 5.471 -2.149
H 1.080 4.125 -2.315
H 0.638 6.577 -0.587
H 1.133 5.008 0.072
H -1.391 5.561 -1.431
H -1.414 6.645 0.753
H -1.156 4.964 1.396
H -3.104 4.143 0.234
H -3.440 5.783 -0.333
H -5.327 5.525 2.809
H -5.290 4.377 1.510
H -5.450 6.090 1.122
C -0.455 0.272 -4.357
O 0.139 -1.006 -4.141
C -0.207 -1.879 -5.202
C 0.056 -3.328 -4.816
N -0.776 -3.754 -3.723
C -2.193 -4.052 -4.039
C -2.796 -5.003 -3.029
O -2.395 -6.341 -3.246
C -1.173 -6.809 -2.738
H 0.016 0.951 -3.639
H -1.517 0.228 -4.101
H -0.253 0.643 -5.362
H 0.379 -1.630 -6.099
H -1.244 -1.769 -5.546
H 1.094 -3.455 -4.504
H -0.105 -3.859 -5.770
H -0.400 -4.486 -3.144
H -2.160 -4.537 -5.021
H -2.754 -3.115 -4.028
H -3.867 -5.080 -3.220
H -2.703 -4.629 -2.001
H -0.919 -7.700 -3.313
H -1.275 -7.185 -1.707
H -0.306 -6.143 -2.739
C 4.440 -2.334 0.756
O 5.356 -2.067 -0.286
C 5.924 -0.769 -0.364
C 4.894 0.367 -0.393
N 3.959 0.186 -1.519
C 4.063 1.301 -2.498
C 5.358 1.310 -3.289
O 5.716 0.050 -3.788
C 4.923 -0.382 -4.877
H 3.672 -1.556 0.845
H 4.954 -2.427 1.723
H 4.045 -3.333 0.570
H 6.262 -0.779 -1.412
H 6.811 -0.639 0.254
H 5.309 1.355 -0.229
H 4.318 0.126 0.514
H 4.259 -0.637 -2.051
H 4.003 2.203 -1.879
H 3.155 1.414 -3.099
H 6.143 1.771 -2.681
H 5.326 2.026 -4.125
H 3.871 -0.486 -4.577
H 5.265 -1.386 -5.119
H 5.012 0.273 -5.746
C 1.409 1.837 4.823
O 0.014 1.927 4.721
C -0.422 2.530 3.508
C -1.901 2.287 3.351
N -2.178 0.876 2.962
C -3.655 0.670 2.848
C -4.457 1.016 4.100
O -4.939 2.320 3.963
C -5.823 2.693 5.042
H 1.610 1.317 5.755
H 1.890 2.821 4.771
H 1.851 1.279 3.981
H 0.224 2.229 2.682
H -0.295 3.619 3.629
H -2.201 2.919 2.511
H -2.419 2.566 4.266
H -1.939 0.347 3.802
H -3.807 -0.383 2.597
H -4.027 1.320 2.051
H -3.818 0.867 4.983
H -5.335 0.355 4.141
H -6.695 2.053 4.880
H -6.026 3.752 4.976
H -5.363 2.416 5.993
C -2.129 -6.764 0.982
O -1.132 -6.013 1.645
C -0.300 -5.342 0.749
C 0.770 -4.621 1.525
N 0.414 -3.253 1.931
C 1.141 -2.798 3.132
C 0.631 -1.451 3.609
O -0.651 -1.556 4.178
C -0.638 -1.951 5.549
H -1.705 -7.472 0.264
H -2.875 -6.142 0.474
H -2.644 -7.339 1.749
H -0.901 -4.736 0.044
H 0.219 -5.995 0.026
H 1.688 -4.580 0.930
H 1.049 -5.229 2.391
H -0.574 -3.178 2.173
H 2.218 -2.878 2.980
H 0.913 -3.485 3.958
H 0.640 -0.712 2.794
H 1.335 -0.977 4.303
H -1.694 -2.055 5.798
H -0.232 -1.187 6.215
H -0.158 -2.919 5.688
*
```

***

[3]
Below is C31H76N5NaO13 as an isolated structure at a distorted geometry, with properties calculated with the ωB97M-V functional and the def2-TZVPD basis.

Energy above the lowest of the compared OMol25 structures with the same formula, charge and spin   64.8 kcal/mol
LUMO level   -0.0163 hartree
DFT total energy   -2640.7381 a.u.
HOMO-LUMO gap   7.68 eV
HOMO level   -8.1 eV
Largest force on an atom   0.0515 hartree/bohr

ORCA input file:
```
! RIJCOSX wB97M-V def2-TZVPD def2/J DEFGRID3
* xyz 0 1
Na 2.843 -0.913 -2.995
O 0.837 0.714 0.427
C 1.207 0.209 -0.783
O 2.230 0.791 -1.230
O 0.709 -0.809 -1.323
H 1.458 1.461 0.252
C 2.853 9.742 1.411
O 3.198 8.368 1.582
C 3.066 7.910 2.913
C 3.589 6.507 2.939
N 3.620 6.031 4.341
C 4.305 4.733 4.496
C 3.858 3.627 3.585
O 4.367 3.566 2.290
C 3.551 2.750 1.440
H 1.855 9.940 1.807
H 2.921 9.942 0.344
H 3.575 10.365 1.946
H 2.034 7.945 3.282
H 3.666 8.569 3.548
H 4.635 6.432 2.640
H 2.987 5.813 2.349
H 2.737 6.093 4.826
H 4.111 4.558 5.554
H 5.362 4.921 4.287
H 2.758 3.680 3.548
H 3.981 2.651 4.078
H 4.076 2.692 0.487
H 2.543 3.153 1.339
H 3.584 1.708 1.769
C -2.580 0.349 -4.978
O -2.780 1.483 -4.145
C -1.583 2.199 -3.880
C -1.922 3.426 -3.031
N -0.726 4.236 -2.822
C 0.166 3.634 -1.826
C 1.350 4.594 -1.663
O 0.933 5.890 -1.322
C 1.945 6.665 -0.672
H -2.075 -0.428 -4.390
H -1.885 0.500 -5.807
H -3.550 -0.061 -5.247
H -1.142 2.569 -4.814
H -0.815 1.543 -3.457
H -2.359 2.992 -2.126
H -2.705 4.003 -3.525
H -0.882 5.201 -2.574
H 0.725 2.746 -2.124
H -0.253 3.508 -0.823
H 2.007 4.480 -2.532
H 1.935 4.149 -0.847
H 2.893 6.621 -1.215
H 2.112 6.113 0.255
H 1.580 7.681 -0.569
C -3.232 -11.164 4.353
O -3.468 -9.879 3.816
C -2.292 -9.084 3.841
C -2.494 -7.768 3.078
N -1.232 -7.041 2.973
C -1.365 -5.737 2.262
C -0.136 -4.891 2.366
O -0.481 -3.553 2.039
C 0.557 -2.637 2.184
H -2.471 -11.715 3.796
H -4.156 -11.740 4.332
H -2.972 -11.035 5.408
H -1.484 -9.605 3.317
H -1.970 -8.848 4.857
H -3.240 -7.121 3.543
H -2.912 -7.906 2.072
H -0.599 -7.662 2.483
H -2.189 -5.179 2.706
H -1.600 -6.039 1.237
H 0.693 -5.308 1.787
H 0.129 -4.886 3.429
H 0.252 -1.601 2.064
H 1.410 -2.878 1.536
H 1.031 -2.781 3.165
C 3.969 -7.151 -3.034
O 2.935 -6.227 -2.745
C 3.455 -5.135 -1.969
C 2.286 -4.276 -1.483
N 1.886 -3.290 -2.489
C 1.125 -3.823 -3.630
C 0.500 -2.665 -4.376
O 1.525 -1.743 -4.734
C 0.982 -0.658 -5.500
H 4.898 -6.645 -3.317
H 3.679 -7.743 -3.900
H 4.260 -7.777 -2.186
H 4.111 -4.473 -2.542
H 4.047 -5.529 -1.138
H 2.601 -3.706 -0.607
H 1.392 -4.837 -1.192
H 1.471 -2.527 -1.967
H 0.360 -4.495 -3.231
H 1.816 -4.377 -4.263
H -0.213 -2.164 -3.715
H 0.009 -3.078 -5.261
H 0.551 0.041 -4.776
H 0.240 -0.939 -6.245
H 1.853 -0.134 -5.891
C -2.952 -1.247 2.839
O -3.404 -0.640 1.647
C -2.312 -0.453 0.733
C -2.952 0.130 -0.523
N -3.443 1.492 -0.267
C -4.528 1.907 -1.205
C -5.100 3.268 -0.813
O -5.721 3.127 0.461
C -6.396 4.299 0.859
H -3.803 -1.368 3.513
H -2.298 -0.522 3.334
H -2.510 -2.236 2.711
H -1.773 -1.382 0.526
H -1.528 0.208 1.114
H -3.856 -0.450 -0.753
H -2.331 0.075 -1.417
H -3.968 1.379 0.595
H -5.342 1.186 -1.073
H -4.246 2.004 -2.251
H -5.811 3.495 -1.613
H -4.315 4.029 -0.792
H -5.695 5.103 1.096
H -7.043 4.127 1.719
H -7.094 4.641 0.088
*
```

***

[4]
Below is a 5-piece molecular cluster, C31H77N9O3P overall at a distorted geometry, with properties calculated with the ωB97M-V functional and the def2-TZVPD basis.

LUMO level   0.0877 hartree
DFT total energy   -2287.2973 a.u.
HOMO-LUMO gap   7.49 eV
HOMO level   -5.1 eV
Largest force on an atom   0.0272 hartree/bohr

ORCA input file:
```
! RIJCOSX wB97M-V def2-TZVPD def2/J DEFGRID3
* xyz -1 1
N 2.107 -1.027 -2.889
C 0.835 -1.039 -2.970
N 0.145 -2.218 -2.572
N 0.053 0.003 -3.453
C 0.165 1.318 -2.789
C -0.898 1.563 -1.692
C -1.619 2.919 -1.794
C -3.118 2.838 -2.128
C -3.520 1.847 -3.213
N -3.672 0.452 -2.705
P -4.879 0.234 -1.530
N -4.075 -0.877 -0.448
O -5.854 -0.895 -2.266
C -2.584 1.865 -4.439
O -2.363 0.755 -4.959
O -2.190 2.996 -4.796
H 2.420 -0.134 -3.265
H 0.232 -2.926 -3.293
H -0.844 -2.014 -2.499
H -0.919 -0.272 -3.520
H 1.152 1.386 -2.338
H 0.078 2.068 -3.572
H -0.346 1.552 -0.749
H -1.601 0.738 -1.648
H -1.084 3.563 -2.486
H -1.552 3.408 -0.817
H -3.411 3.823 -2.490
H -3.663 2.677 -1.199
H -4.484 2.182 -3.613
H -3.885 -0.137 -3.510
H -4.042 -1.797 -0.890
H -3.112 -0.552 -0.419
H -6.411 -1.269 -1.574
C 2.137 -6.086 2.444
C 2.850 -5.073 1.558
N 1.952 -4.107 0.965
C 2.552 -3.330 -0.112
C 3.721 -2.404 0.235
C 1.127 -3.362 1.897
C 1.830 -2.553 2.997
H 1.320 -6.563 1.902
H 2.838 -6.862 2.757
H 1.732 -5.629 3.347
H 3.336 -5.613 0.741
H 3.659 -4.602 2.142
H 1.772 -2.745 -0.600
H 2.893 -4.038 -0.874
H 3.389 -1.516 0.772
H 4.190 -2.059 -0.688
H 4.489 -2.907 0.829
H 0.442 -4.065 2.381
H 0.484 -2.697 1.316
H 2.607 -3.133 3.498
H 1.101 -2.261 3.757
H 2.279 -1.639 2.613
C -3.896 5.642 0.522
C -3.737 6.707 1.595
N -2.521 6.549 2.371
C -2.489 7.357 3.573
C -2.483 8.884 3.423
C -1.290 6.496 1.601
C -0.964 7.678 0.679
H -3.813 4.643 0.951
H -4.877 5.727 0.053
H -3.151 5.739 -0.268
H -4.581 6.635 2.286
H -3.809 7.700 1.121
H -1.621 7.055 4.166
H -3.362 7.079 4.173
H -1.522 9.256 3.070
H -2.672 9.349 4.394
H -3.259 9.229 2.738
H -1.313 5.590 0.992
H -0.462 6.344 2.299
H -1.824 7.974 0.076
H -0.168 7.393 -0.011
H -0.616 8.551 1.230
C 6.524 0.162 1.163
C 6.198 0.524 -0.277
N 6.423 1.924 -0.584
C 5.825 2.341 -1.841
C 6.349 1.713 -3.138
C 7.758 2.417 -0.315
C 8.940 1.716 -1.001
H 5.993 0.814 1.858
H 6.212 -0.865 1.358
H 7.592 0.226 1.377
H 5.139 0.313 -0.445
H 6.757 -0.149 -0.948
H 5.905 3.429 -1.913
H 4.753 2.133 -1.772
H 7.334 2.093 -3.408
H 5.673 1.957 -3.959
H 6.402 0.626 -3.072
H 7.923 2.376 0.765
H 7.781 3.482 -0.562
H 8.870 0.630 -0.922
H 9.873 2.017 -0.519
H 9.022 1.977 -2.054
C -5.297 -3.753 1.426
C -5.221 -5.266 1.552
N -4.367 -5.871 0.546
C -4.508 -7.311 0.454
C -4.095 -8.159 1.664
C -3.010 -5.354 0.482
C -2.150 -5.419 1.750
H -5.584 -3.463 0.415
H -6.044 -3.358 2.116
H -4.350 -3.270 1.662
H -6.226 -5.679 1.423
H -4.912 -5.521 2.579
H -3.955 -7.652 -0.425
H -5.560 -7.520 0.235
H -3.013 -8.207 1.779
H -4.450 -9.183 1.531
H -4.525 -7.781 2.592
H -3.063 -4.310 0.164
H -2.492 -5.868 -0.332
H -2.691 -5.065 2.629
H -1.274 -4.779 1.629
H -1.788 -6.426 1.954
*
```

***

Q: Among the records above, which one has the highest largest force on an atom?
A: C31H75Li4N5O13

***

Q: HOMO-LUMO gap of number 4 (C31H77N9O3P)?
A: 7.49 eV